(1)
The following is a quantum chemistry calculation of a 7-piece molecular cluster, C2H16N2O8 overall in a non-equilibrium geometry, from the OMol25 dataset.

The geometry in XYZ format:
```
28
Properties=species:S:1:pos:R:3:forces:R:3:lowdin_charge:R:1
N 2.6455 -0.2660 -1.5885 0.8444 0.0674 -0.6376 0.19
C 1.6418 -0.8370 -0.9004 -1.2060 -0.0989 0.8437 -0.56
O 1.5231 -2.0033 -0.6027 0.4812 -0.3654 0.2198 0.07
N 0.6338 0.0776 -0.4362 0.0630 0.5747 -1.3411 0.11
C 0.0814 1.0329 -1.2759 0.4044 -0.4769 0.2347 -0.34
O 0.4894 1.2276 -2.4071 -0.2738 0.3255 0.3628 0.02
H 2.4236 0.5602 -2.1115 -0.3904 0.4832 0.0079 0.09
H 3.3247 -0.8318 -2.0864 -0.3976 -0.3581 0.4941 0.13
H 0.2232 -0.0055 0.4875 0.2776 -0.3540 0.0127 0.10
H -0.7437 1.5230 -0.7444 0.1629 0.2412 -0.6229 0.11
O -2.7106 0.0866 0.9526 -0.2641 1.1444 0.5371 -0.05
H -2.4407 -0.7344 1.3499 -0.0856 -0.8254 -0.2728 0.03
H -2.9733 -0.0072 0.0290 0.4682 -0.5452 0.0118 0.03
O 1.0433 -0.2258 2.6039 -0.7704 0.3811 0.2371 -0.05
H 1.4458 -1.0189 2.2610 0.5782 -0.2115 -0.0989 0.03
H 1.6662 0.5094 2.5074 0.2037 -0.4391 -0.2320 0.02
O -1.4154 -3.0975 0.8516 -1.6518 -0.4108 0.6060 -0.06
H -1.5973 -3.6735 0.0860 1.1135 0.9206 0.4086 0.06
H -0.6371 -2.5471 0.8731 0.6387 -0.4242 -1.0736 0.00
O 2.4064 1.8615 1.0528 -0.1347 0.4435 0.9583 -0.04
H 2.4199 1.5698 0.1488 0.0745 -0.2531 -0.5429 0.00
H 1.4776 2.0773 1.2269 0.0794 0.1564 -0.1996 0.03
O -1.0332 2.2336 1.1501 -0.1905 0.0457 0.4346 -0.08
H -1.5834 3.0076 0.9832 0.1008 -0.0582 0.1036 0.06
H -1.6652 1.5188 1.3906 0.2010 0.2567 -0.2840 0.02
O -2.2112 -0.3310 -1.8056 -0.8895 -0.2107 -0.2619 -0.06
H -1.4625 -0.9429 -1.7468 -0.4899 -0.1183 -0.1763 0.05
H -2.9719 -0.7641 -2.2488 1.0525 0.1097 0.2710 0.08
```
Positions in Å, forces in eV/Å.

* HOMO level: -10.2 eV
* Kohn-Sham gap: 10.33 eV

=====

(2)
The following is a quantum chemistry calculation of C19H20BrClF5N5O5PtS as an isolated structure in a non-equilibrium geometry, from the OMol25 dataset.

The geometry in XYZ format:
```
58
Properties=species:S:1:pos:R:3:forces:R:3:lowdin_charge:R:1
Pt -0.2699 -0.4877 -0.8256 0.3521 -0.0771 -0.0902 1.10
C -4.6756 -1.9886 -0.8378 0.0163 -0.0022 0.0033 -0.03
N -3.6522 -2.9751 -1.1493 -0.0528 -0.0289 0.0349 -0.13
C -3.9493 -4.3857 -0.9076 0.0430 0.0534 -0.1386 -0.03
C -2.3967 -2.5240 -1.3396 0.0818 0.1594 -0.4198 -0.42
N -2.0910 -1.2851 -1.5845 -0.0658 -0.0323 0.5262 0.01
N -1.4121 -3.5073 -1.3552 0.0766 -0.0117 0.2751 0.16
C -0.0415 -3.3336 -1.3449 -0.0187 0.1090 -0.1025 -0.47
N 0.6626 -4.4980 -1.3038 0.0947 -0.0662 0.0195 0.17
N 0.5560 -2.1889 -1.4232 -0.1921 -0.1648 0.2741 0.00
H -5.5944 -2.5074 -0.5850 0.0006 0.0000 0.0123 0.09
H -4.8827 -1.3429 -1.6941 -0.0150 -0.0093 -0.0166 0.09
H -4.3776 -1.3744 0.0158 0.0113 -0.0164 -0.0018 0.10
H -5.0268 -4.5147 -0.9405 0.0017 -0.0016 0.0296 0.09
H -3.5768 -4.7119 0.0645 -0.0068 0.0075 0.0655 0.08
H -3.5335 -5.0045 -1.7045 0.0195 0.0097 0.0133 0.10
H -2.8928 -0.6724 -1.6088 -0.0374 -0.0739 -0.0178 0.05
H -1.6794 -4.3323 -0.8389 -0.0260 0.0411 0.0909 0.11
H 0.1368 -5.3282 -1.0815 -0.0103 -0.0021 -0.0064 0.11
H 1.5008 -4.4425 -0.7422 -0.0129 -0.0051 0.0019 0.12
H 1.5641 -2.2728 -1.3746 -0.0011 0.0915 -0.1297 0.09
F 0.7632 4.3562 0.6816 -0.2772 0.1171 0.2909 0.11
C 1.0176 3.4111 -0.2515 1.4212 0.3987 0.4271 -0.44
F 1.6891 4.0236 -1.2313 0.0225 -0.0556 -0.2969 0.13
H 1.6446 2.6378 0.1960 -0.2069 -0.0600 -0.0097 0.14
Cl -5.1734 5.8028 2.5996 -0.0142 0.0144 0.0114 0.70
C -3.9828 4.8159 1.8296 0.0165 -0.0229 -0.0112 -0.65
C -3.1375 5.3841 0.8878 -0.0369 -0.0242 0.0136 -0.08
C -2.1824 4.5924 0.2790 0.0713 -0.0396 -0.0420 0.01
C -2.0819 3.2415 0.6068 0.0354 0.0903 0.1579 -0.12
C -2.9475 2.6830 1.5499 0.0623 -0.0041 0.0065 0.02
C -3.8957 3.4713 2.1687 -0.0303 0.0182 0.0076 -0.08
C -1.0935 2.3675 -0.0311 -0.0105 -0.0272 -0.4012 -0.34
O -1.2045 1.1578 0.0129 -0.1145 0.0852 -0.0750 -0.04
O -0.1360 2.9555 -0.8120 -1.0951 -0.4947 -0.1387 0.12
H -3.2308 6.4319 0.6415 0.0010 -0.0009 -0.0063 0.11
H -1.5212 5.0196 -0.4606 0.0223 0.0067 0.0146 0.13
H -2.8521 1.6363 1.8062 0.0029 -0.0088 -0.0029 0.13
H -4.5620 3.0584 2.9124 -0.0014 0.0024 0.0004 0.11
Br 5.6548 1.7956 1.3175 0.0123 0.0075 0.0073 0.72
C 3.9848 1.1119 0.7289 0.0022 0.0080 -0.0684 -0.71
C 3.0618 0.6633 1.6574 -0.0494 -0.0082 0.0011 -0.13
C 1.8361 0.1699 1.2196 -0.1286 0.0347 0.0361 -0.11
C 1.5069 0.1254 -0.1383 0.1505 0.1045 -0.2222 -0.36
C 2.4803 0.5656 -1.0468 -0.0365 -0.0324 0.0245 -0.15
C 3.7087 1.0621 -0.6280 0.0500 -0.0153 0.0394 -0.15
H 3.2950 0.6940 2.7134 -0.0026 -0.0038 0.0015 0.10
H 1.1207 -0.1914 1.9482 0.0168 -0.0194 0.0055 0.08
H 2.2658 0.5527 -2.1098 0.0140 -0.0080 -0.0047 0.10
H 4.4392 1.4109 -1.3455 0.0021 0.0070 -0.0023 0.10
F 0.0754 -3.3719 4.5677 -0.0038 0.0038 0.0044 0.13
C -1.0506 -3.5895 3.8817 0.0109 0.0445 0.0203 -0.68
F -2.0073 -2.8046 4.3965 0.0172 -0.0223 -0.0157 0.12
F -1.4160 -4.8619 4.0742 0.0170 -0.0068 -0.0035 0.12
S -0.8111 -3.2343 2.0943 -0.1581 -0.0117 -0.2034 0.46
O 0.2742 -4.1107 1.7019 0.0486 -0.0529 -0.0944 -0.32
O -2.1010 -3.6038 1.5212 -0.0083 0.0071 -0.0727 -0.33
O -0.5158 -1.8214 2.0452 -0.0815 -0.0115 0.1778 -0.33
```
Positions in Å, forces in eV/Å.

* HOMO level: -8.4 eV
* Kohn-Sham gap: 7.36 eV